Molecular formula: C18H10F5PSSe2Ti
Method: DFT, ωB97M-V/def2-TZVPD

```
! RIJCOSX wB97M-V def2-TZVPD def2/J DEFGRID3
* xyz 2 1
Ti 1.891 0.109 -0.431
F 6.812 -0.282 3.331
C 5.991 -0.544 2.346
C 5.194 0.474 1.820
F 5.221 1.696 2.296
C 4.377 0.103 0.782
F 3.523 1.113 0.238
C 4.248 -1.153 0.214
S 3.207 -1.509 -1.194
C 5.037 -2.143 0.796
F 4.991 -3.378 0.341
C 5.907 -1.838 1.838
F 6.659 -2.782 2.352
Se 0.285 -0.734 1.072
P -0.965 0.171 -0.545
Se 0.474 0.623 -2.221
C -1.738 1.664 -0.001
C -1.397 2.923 -0.495
C -2.063 4.044 -0.024
C -3.057 3.908 0.934
C -3.398 2.652 1.428
C -2.747 1.526 0.964
C -2.119 -1.035 -1.121
C -3.224 -0.533 -1.823
C -4.148 -1.421 -2.343
C -3.975 -2.788 -2.164
C -2.879 -3.281 -1.468
C -1.941 -2.408 -0.944
H -0.630 3.050 -1.248
H -1.808 5.021 -0.411
H -3.576 4.784 1.300
H -4.177 2.552 2.171
H -3.035 0.554 1.347
H -3.377 0.531 -1.953
H -5.007 -1.045 -2.882
H -4.706 -3.476 -2.568
H -2.759 -4.346 -1.329
H -1.091 -2.803 -0.404
*
```

Computed properties:
M = 590.1 g mol⁻¹
HOMO-LUMO gap = 6.96 eV
E_LUMO = -8.61 eV
Max |F| = 0.01424 Eh/bohr

Results of the Mulliken charge analysis, in e, for atoms 1 through 4: Ti 0.262; F -0.233; C 0.776; C -0.352

Molecular formula: C18H10N3O7Rh
Method: DFT, ωB97M-V/def2-TZVPD

```
! RIJCOSX wB97M-V def2-TZVPD def2/J DEFGRID3
* xyz 0 5
Rh 1.267 0.168 -1.482
O -1.311 3.880 -1.503
C -1.932 3.615 -0.347
C -3.092 4.334 -0.054
C -3.771 4.114 1.123
C -3.317 3.167 2.042
C -2.184 2.441 1.762
C -1.472 2.648 0.571
C -0.310 1.825 0.259
O 0.352 2.024 -0.829
N 0.050 0.896 1.161
N 1.010 0.136 0.697
C 1.793 -0.655 1.331
C 2.836 -1.295 0.539
C 3.567 -2.380 1.009
C 4.546 -2.935 0.208
C 4.793 -2.390 -1.044
C 4.029 -1.314 -1.452
N 3.078 -0.776 -0.689
H -0.576 3.248 -1.597
H -3.433 5.054 -0.787
H -4.670 4.679 1.333
H -3.857 2.999 2.964
H -1.819 1.692 2.449
H 1.727 -0.812 2.404
H 3.338 -2.791 1.983
H 5.111 -3.792 0.550
H 5.559 -2.790 -1.692
H 4.188 -0.854 -2.419
O -3.265 -4.104 -0.197
C -2.436 -3.278 -0.449
C -0.939 -3.532 -0.621
O -0.332 -4.519 -0.283
C -0.381 -2.290 -1.204
C -1.412 -1.256 -1.281
O -1.150 -0.136 -1.726
C -2.686 -1.793 -0.716
O -3.687 -1.181 -0.454
O 0.788 -2.047 -1.560
*
```

Computed properties:
M = 483.2 g mol⁻¹
HOMO-LUMO gap (spin up / spin down) = 7.23 / 5.83 eV
E_LUMO (spin up / spin down) = -1.13 / -2.54 eV
Max |F| = 0.02927 Eh/bohr
Expectation value of S² = 6.0257

Results of the Mulliken charge analysis, in e, for atoms 1 through 4: Rh 0.449; O -0.705; C 0.323; C -0.698

Molecular formula: C18H11BrN6O7
Method: DFT, ωB97M-V/def2-TZVPD

```
! RIJCOSX wB97M-V def2-TZVPD def2/J DEFGRID3
* xyz 0 1
O -2.293 2.134 0.973
O 0.955 0.076 1.730
O 2.413 -3.932 -0.011
O 0.768 3.032 4.780
O 1.185 -5.266 -1.259
O 1.104 4.210 3.006
Br 5.644 -2.826 -6.201
N 3.181 -2.108 -4.945
N 2.006 -2.353 -4.324
O 0.313 -3.768 -3.595
C -1.612 2.299 2.018
C -0.181 0.351 1.540
C 3.941 -3.164 -5.290
C 1.571 -3.577 -4.090
C 3.566 -4.378 -5.184
C 2.341 -4.672 -4.560
C -3.669 4.954 3.768
C -2.744 5.496 4.722
C -0.692 -1.806 -2.646
C -3.286 3.868 2.934
C -1.042 -0.876 -1.737
C 0.308 -2.119 -0.173
C -1.450 5.011 4.774
C 0.059 -2.937 -2.498
C -1.928 3.351 2.989
C -0.577 -1.074 -0.424
C 0.575 -3.076 -1.179
C -0.976 4.051 3.860
N -0.588 1.420 2.317
N -0.916 -0.027 0.411
N 1.470 -4.165 -0.780
N 0.415 3.799 3.909
H 4.246 -5.141 -5.507
H 2.071 -5.718 -4.287
H -4.703 5.474 3.721
H -3.077 6.325 5.305
H -1.001 -1.702 -3.692
H -4.052 3.528 2.257
H -1.887 -0.135 -1.950
H 0.869 -2.351 0.740
H -0.737 5.560 5.420
H -0.012 1.540 3.116
H -1.578 0.694 0.044
*
```

Computed properties:
M = 503.2 g mol⁻¹
HOMO-LUMO gap = 7.88 eV
E_LUMO = -1.06 eV
Max |F| = 0.13949 Eh/bohr
Structure (SMILES) = O=C(NC(=O)c1ccccc1[N+](=O)[O-])Nc1ccc(Oc2ccc(Br)nn2)c([N+](=O)[O-])c1

Results of the Mulliken charge analysis, in e, for atoms 1 through 4: O -0.808; O -0.586; O -0.583; O -0.512

Molecular formula: C18H11Cl2N2NiS9
Method: DFT, ωB97M-V/def2-TZVPD

```
! RIJCOSX wB97M-V def2-TZVPD def2/J DEFGRID3
* xyz -1 3
Ni 0.137 -0.432 -1.345
Cl -0.468 -1.500 -3.464
C 1.065 -2.258 -3.872
C 1.018 -3.203 -4.879
C 2.189 -3.829 -5.269
C 3.377 -3.491 -4.643
C 3.389 -2.541 -3.639
Cl 4.918 -2.166 -2.906
C 2.230 -1.874 -3.193
S 2.306 -0.673 -1.942
H 0.071 -3.437 -5.346
H 2.177 -4.573 -6.054
H 4.310 -3.961 -4.925
C 1.869 3.821 -1.969
S 1.205 2.772 -3.280
C -0.466 2.556 -2.787
C -0.954 2.092 -1.614
S -0.089 1.527 -0.193
S -2.705 1.975 -1.539
C -3.072 2.533 -3.132
S -4.592 2.635 -3.754
S -1.649 2.958 -4.016
H 2.820 4.196 -2.347
H 2.026 3.253 -1.057
H 1.200 4.658 -1.777
S 1.992 0.157 4.566
C 0.958 -0.497 3.442
S 1.471 -1.163 1.917
C -0.196 -1.460 1.469
N -1.037 -1.111 2.376
N -0.393 -0.580 3.476
C -1.240 -0.059 4.497
C -0.982 -0.312 5.837
C -1.836 0.203 6.799
C -2.941 0.957 6.428
C -3.194 1.195 5.085
C -2.345 0.689 4.113
S -0.628 -2.170 -0.056
H -0.116 -0.895 6.113
H -1.636 0.010 7.846
H -3.604 1.357 7.184
H -4.055 1.780 4.788
H -2.527 0.859 3.061
*
```

Computed properties:
M = 673.5 g mol⁻¹
HOMO-LUMO gap (spin up / spin down) = 7.27 / 7.41 eV
E_LUMO (spin up / spin down) = 2.14 / 1.95 eV
Max |F| = 0.00522 Eh/bohr
Expectation value of S² = 2.0114

Results of the Mulliken charge analysis, in e, for atoms 1 through 4: Ni 0.526; Cl -0.182; C 0.860; C -0.912

Molecular formula: C18H12Cl6Ge2N6Pd
Method: DFT, ωB97M-V/def2-TZVPD

```
! RIJCOSX wB97M-V def2-TZVPD def2/J DEFGRID3
* xyz 2 3
Pd -0.941 0.843 -1.969
C -1.218 -3.382 -3.324
C -1.554 -2.039 -3.161
N -1.044 -1.340 -2.157
C -0.214 -1.959 -1.290
C 0.118 -3.288 -1.493
N -0.375 -3.993 -2.508
C 0.190 -1.165 -0.099
C 0.809 -1.641 1.040
C 0.900 -0.804 2.160
C 0.276 0.447 2.120
C -0.327 0.858 0.945
N -0.265 0.087 -0.136
C -1.215 2.032 0.768
C -1.421 3.007 1.731
N -2.331 3.964 1.585
C -3.052 3.955 0.475
C -2.846 3.009 -0.526
N -1.929 2.062 -0.378
C 1.580 -1.271 3.383
C 2.763 -1.997 3.290
C 3.374 -2.409 4.465
N 2.880 -2.160 5.674
C 1.744 -1.475 5.752
C 1.058 -1.001 4.643
H -1.638 -3.960 -4.137
H -2.222 -1.532 -3.844
H 0.797 -3.806 -0.827
H 1.170 -2.657 1.106
H 0.264 1.067 3.006
H -0.842 3.024 2.646
H -3.810 4.720 0.364
H -3.413 3.023 -1.447
H 3.219 -2.205 2.331
H 4.304 -2.964 4.433
H 1.360 -1.297 6.749
H 0.121 -0.473 4.765
Cl 2.871 1.388 -6.217
Ge 1.122 1.182 -5.107
Cl 1.527 0.234 -3.164
Cl -0.328 -0.072 -6.004
Cl 0.056 5.012 -5.239
Ge 0.003 3.187 -4.250
Cl 0.508 3.389 -2.157
Cl -2.029 2.400 -3.998
*
```

Computed properties:
M = 776.7 g mol⁻¹
HOMO-LUMO gap (spin up / spin down) = 7.19 / 5.58 eV
E_LUMO (spin up / spin down) = -7.13 / -8.74 eV
Max |F| = 0.00656 Eh/bohr
Expectation value of S² = 2.0058

Results of the Mulliken charge analysis, in e, for atoms 1 through 4: Pd 0.483; C -0.412; C -0.346; N -0.219

Molecular formula: C18H12ClN3OS
Method: DFT, ωB97M-V/def2-TZVPD

```
! RIJCOSX wB97M-V def2-TZVPD def2/J DEFGRID3
* xyz 0 1
O 2.956 -0.631 2.130
Cl -5.676 0.031 1.408
N 0.117 -0.409 0.617
N 2.335 0.249 0.171
S 1.799 -2.785 -1.032
C 2.679 -0.859 0.956
C -1.144 -0.223 0.828
C 2.127 -4.493 -0.671
C 2.830 -4.633 0.500
C -1.879 -1.429 1.233
C -3.246 -1.373 1.406
C 3.072 -3.350 1.145
C -3.947 -0.124 1.124
C 2.541 -2.270 0.460
C -3.258 1.018 0.747
C 1.057 0.445 0.028
C 0.984 3.001 -2.896
C -0.167 3.703 -2.553
C 1.388 1.940 -2.039
C -0.869 3.364 -1.395
C 0.708 1.600 -0.860
C -0.385 2.430 -0.511
N -1.858 0.981 0.629
C -1.107 2.221 0.761
H 1.789 -5.271 -1.308
H 3.054 -5.608 0.924
H -1.302 -2.316 1.449
H -3.842 -2.192 1.761
H 3.684 -3.295 2.032
H -3.831 1.939 0.607
H 1.551 3.224 -3.793
H -0.539 4.521 -3.125
H 2.294 1.368 -2.228
H -1.740 3.930 -1.084
H -1.762 3.111 0.971
H -0.409 2.184 1.608
*
```

Computed properties:
M = 353.8 g mol⁻¹
HOMO-LUMO gap = 7.91 eV
E_LUMO = -0.35 eV
Max |F| = 0.04620 Eh/bohr
Structure (SMILES) = O=C(/N=C1\N=C2C=CC(Cl)=CN2Cc2ccccc21)c1cccs1

Results of the Mulliken charge analysis, in e, for atoms 1 through 4: O -0.609; Cl -0.219; N -0.087; N -0.555

Repeat the first record exactly.
Molecular formula: C18H10F5PSSe2Ti
Method: DFT, ωB97M-V/def2-TZVPD

```
! RIJCOSX wB97M-V def2-TZVPD def2/J DEFGRID3
* xyz 2 1
Ti 1.891 0.109 -0.431
F 6.812 -0.282 3.331
C 5.991 -0.544 2.346
C 5.194 0.474 1.820
F 5.221 1.696 2.296
C 4.377 0.103 0.782
F 3.523 1.113 0.238
C 4.248 -1.153 0.214
S 3.207 -1.509 -1.194
C 5.037 -2.143 0.796
F 4.991 -3.378 0.341
C 5.907 -1.838 1.838
F 6.659 -2.782 2.352
Se 0.285 -0.734 1.072
P -0.965 0.171 -0.545
Se 0.474 0.623 -2.221
C -1.738 1.664 -0.001
C -1.397 2.923 -0.495
C -2.063 4.044 -0.024
C -3.057 3.908 0.934
C -3.398 2.652 1.428
C -2.747 1.526 0.964
C -2.119 -1.035 -1.121
C -3.224 -0.533 -1.823
C -4.148 -1.421 -2.343
C -3.975 -2.788 -2.164
C -2.879 -3.281 -1.468
C -1.941 -2.408 -0.944
H -0.630 3.050 -1.248
H -1.808 5.021 -0.411
H -3.576 4.784 1.300
H -4.177 2.552 2.171
H -3.035 0.554 1.347
H -3.377 0.531 -1.953
H -5.007 -1.045 -2.882
H -4.706 -3.476 -2.568
H -2.759 -4.346 -1.329
H -1.091 -2.803 -0.404
*
```

Computed properties:
M = 590.1 g mol⁻¹
HOMO-LUMO gap = 6.96 eV
E_LUMO = -8.61 eV
Max |F| = 0.01424 Eh/bohr

Results of the Mulliken charge analysis, in e, for atoms 1 through 4: Ti 0.262; F -0.233; C 0.776; C -0.352

Please write out number 2 again, unchanged.
Molecular formula: C18H10N3O7Rh
Method: DFT, ωB97M-V/def2-TZVPD

```
! RIJCOSX wB97M-V def2-TZVPD def2/J DEFGRID3
* xyz 0 5
Rh 1.267 0.168 -1.482
O -1.311 3.880 -1.503
C -1.932 3.615 -0.347
C -3.092 4.334 -0.054
C -3.771 4.114 1.123
C -3.317 3.167 2.042
C -2.184 2.441 1.762
C -1.472 2.648 0.571
C -0.310 1.825 0.259
O 0.352 2.024 -0.829
N 0.050 0.896 1.161
N 1.010 0.136 0.697
C 1.793 -0.655 1.331
C 2.836 -1.295 0.539
C 3.567 -2.380 1.009
C 4.546 -2.935 0.208
C 4.793 -2.390 -1.044
C 4.029 -1.314 -1.452
N 3.078 -0.776 -0.689
H -0.576 3.248 -1.597
H -3.433 5.054 -0.787
H -4.670 4.679 1.333
H -3.857 2.999 2.964
H -1.819 1.692 2.449
H 1.727 -0.812 2.404
H 3.338 -2.791 1.983
H 5.111 -3.792 0.550
H 5.559 -2.790 -1.692
H 4.188 -0.854 -2.419
O -3.265 -4.104 -0.197
C -2.436 -3.278 -0.449
C -0.939 -3.532 -0.621
O -0.332 -4.519 -0.283
C -0.381 -2.290 -1.204
C -1.412 -1.256 -1.281
O -1.150 -0.136 -1.726
C -2.686 -1.793 -0.716
O -3.687 -1.181 -0.454
O 0.788 -2.047 -1.560
*
```

Computed properties:
M = 483.2 g mol⁻¹
HOMO-LUMO gap (spin up / spin down) = 7.23 / 5.83 eV
E_LUMO (spin up / spin down) = -1.13 / -2.54 eV
Max |F| = 0.02927 Eh/bohr
Expectation value of S² = 6.0257

Results of the Mulliken charge analysis, in e, for atoms 1 through 4: Rh 0.449; O -0.705; C 0.323; C -0.698

Which of these has the lowest M? C18H12ClN3OS

Which value of max |F| does entry 2 give? 0.02927 Eh/bohr